1.
Density functional theory data (ωB97M-V/def2-TZVPD) for a 2-piece molecular cluster, F3HNP overall in a non-equilibrium geometry.

```
! RIJCOSX wB97M-V def2-TZVPD def2/J DEFGRID3
* xyz 0 1
N -0.2813 0.6490 -0.0972
F -2.7123 -2.4385 -0.2779
F -2.5349 1.4768 -0.9216
F -2.5852 0.6711 1.2877
P -1.7877 0.3655 -0.0742
H 0.4365 0.0468 0.2582
*
```

The calculation puts the HOMO-LUMO gap (alpha / beta) at 8.9 / 6.8 eV. The energy relative to the best compared isomer or geometry (same formula, charge and spin) comes out at 115.2 kcal/mol. Its total energy is -696.22249 hartree. The value obtained for the LUMO energy (alpha / beta) is -0.1129 / -0.1399 Eh.

2.
Density functional theory data (ωB97M-V/def2-TZVPD) for an isolated ion of composition C4H11N4 and charge +1 in a non-equilibrium geometry.

```
! RIJCOSX wB97M-V def2-TZVPD def2/J DEFGRID3
* xyz 1 1
C -1.1637 -1.3685 0.3827
C -0.5302 -0.3976 1.1013
C -0.6530 -1.3035 -1.0192
C 1.4302 1.2081 0.5947
N 0.3130 0.3425 0.2354
N -0.4739 -0.2039 2.4037
N -0.1508 1.0592 -1.9246
N 0.2670 -0.0171 -1.0440
H -1.6635 -2.1345 0.8010
H -0.1186 -2.2360 -1.2321
H -1.4485 -1.2608 -1.7533
H 1.4311 1.3201 1.5801
H 2.4413 0.8615 0.1603
H 1.3609 2.1865 0.1691
H -1.0260 -0.7259 3.0651
H -0.5028 0.7661 2.6786
H -1.1187 1.2052 -2.0045
H 0.3723 0.8969 -2.8272
H 1.2339 -0.1983 -1.3669
*
```

As for the SMILES: CN1C(N)=CC[N@H+]1N. The calculation puts the HOMO-LUMO gap at 8.7 eV. The energy relative to the best compared isomer or geometry (same formula, charge and spin) comes out at 99.0 kcal/mol. Its total energy is -377.66891 hartree. The value obtained for the LUMO energy is -0.1160 Eh.

3.
Density functional theory data (ωB97M-V/def2-TZVPD) for a 2-piece molecular cluster, C4H6BrClO overall in a non-equilibrium geometry.

```
! RIJCOSX wB97M-V def2-TZVPD def2/J DEFGRID3
* xyz 0 1
C -1.2858 -0.3038 0.0407
C -0.5396 -1.5014 0.5075
C 1.0204 0.5623 -0.9047
C -0.3428 0.7927 -0.4267
O -2.4530 -0.1387 -0.1973
Cl -0.8953 2.2945 -0.6158
Br 1.4357 1.7783 2.3448
H -1.1399 -2.3683 0.4079
H -0.4075 -1.1809 1.5352
H 0.4451 -1.6775 0.0658
H 1.6150 1.0714 -0.1453
H 1.3466 -0.4391 -0.8273
H 1.2013 1.1104 -1.7850
*
```

The calculation puts the HOMO-LUMO gap (alpha / beta) at 7.7 / 4.5 eV. The energy relative to the best compared isomer or geometry (same formula, charge and spin) comes out at 47.1 kcal/mol. Its total energy is -3265.34939 hartree. The value obtained for the LUMO energy (alpha / beta) is -0.0722 / -0.1311 Eh.

4.
Density functional theory data (ωB97M-V/def2-TZVPD) for a single C6H13NO3S molecule in a non-equilibrium geometry.

```
! RIJCOSX wB97M-V def2-TZVPD def2/J DEFGRID3
* xyz 0 1
C 1.5917 -0.5207 1.6507
C 0.4493 -0.5395 -1.0256
C 0.3109 1.0362 -1.1181
C -0.8170 1.3997 -0.0727
C -1.5432 0.0928 0.3428
C -0.9785 -0.9758 -0.6551
H 1.2880 0.5624 1.7307
H 2.5459 -0.5753 2.2224
H 0.8286 -1.0669 2.1302
H 0.7219 -1.1458 -1.9585
H -0.0958 1.2135 -2.1422
H 2.3264 1.4156 -1.3875
H 1.7570 1.9989 0.0976
H -1.5235 2.1219 -0.5241
H -0.8280 1.8348 1.9397
H -1.3720 -0.2631 1.3200
H -3.1969 -0.6690 0.6602
H -1.6761 -0.8243 -1.4986
H -0.2709 -2.6449 0.0512
N 1.5402 1.8356 -0.9097
O -0.1930 2.0460 1.0329
O -2.9522 0.1606 0.1939
O -1.1244 -2.2784 -0.1007
S 1.7995 -1.0743 -0.0008
*
```

As for the SMILES: CS[C@@H]1[C@H](N)[C@H](O)[C@@H](O)[C@@H]1O. The calculation puts the HOMO-LUMO gap at 9.4 eV. The energy relative to the best compared isomer or geometry (same formula, charge and spin) comes out at 48.6 kcal/mol. Its total energy is -915.02433 hartree. The value obtained for the LUMO energy is 0.0177 Eh.

5.
Density functional theory data (ωB97M-V/def2-TZVPD) for C6H14AgF2N2O2Pt as an isolated structure in a non-equilibrium geometry.

```
! RIJCOSX wB97M-V def2-TZVPD def2/J DEFGRID3
* xyz 0 4
Ag 0.5152 2.3358 1.4550
Pt 1.6230 3.7782 -1.7176
F 1.0688 1.7748 -0.8480
F 0.8181 4.4197 0.3300
C 1.5315 -1.4369 -0.0884
O 0.6474 -2.2171 0.2401
N 2.5776 -1.7307 -0.8726
C 3.3598 -0.6211 -1.4652
C 2.7997 -3.0884 -1.4088
H 1.5685 -0.3914 0.2549
H 4.3653 -0.9477 -1.7306
H 3.4946 0.2673 -0.8483
H 3.0058 -0.4228 -2.4769
H 2.6280 -3.0247 -2.4833
H 3.8406 -3.4075 -1.3550
H 2.0533 -3.8522 -1.1909
C -2.7633 1.9587 2.1864
O -1.6450 2.5471 2.2565
N -3.0455 0.9281 1.2648
C -4.1143 -0.0394 1.3320
C -2.0205 0.5718 0.2649
H -3.6432 2.1292 2.8259
H -4.7239 0.0443 0.4323
H -4.8089 0.2142 2.1328
H -3.7091 -1.0466 1.4291
H -2.4458 0.3604 -0.7162
H -1.2571 1.3487 0.3077
H -1.7204 -0.4517 0.4895
*
```

Its expectation value of S² is 3.755. The calculation puts the HOMO-LUMO gap (alpha / beta) at 7.6 / 7.4 eV. Its total energy is -962.83280 hartree. The value obtained for the LUMO energy (alpha / beta) is -0.0097 / -0.0660 Eh.

6.
Density functional theory data (ωB97M-V/def2-TZVPD) for a single C10H17NOSSi molecule in a non-equilibrium geometry.

```
! RIJCOSX wB97M-V def2-TZVPD def2/J DEFGRID3
* xyz 0 1
C -0.4493 -2.2660 -1.5448
C 1.0149 -0.3938 0.3103
C -1.0011 0.3177 -0.8734
C -0.2361 -3.5740 -1.8095
C -0.1050 2.6065 -2.5388
C -2.4357 1.9410 0.5542
C 2.5525 -2.7413 1.3426
C 1.0942 -0.7416 3.3358
C -0.7848 2.8397 -1.1767
C -1.7653 1.6471 -0.8818
N 0.0100 0.1304 -0.1250
O -0.4483 -4.5132 -1.0533
Si 1.9810 -1.0336 1.6787
S -1.5510 -1.0977 -1.7593
H 0.4606 -3.5711 -2.6737
H -0.8890 2.4684 -3.3836
H 0.4954 3.3771 -2.9410
H 0.4022 1.6258 -2.5756
H -1.9084 2.7345 1.0188
H -3.3705 2.2894 0.4866
H -2.3416 1.0461 1.1043
H 2.4471 -3.4151 2.2034
H 1.9630 -3.0734 0.5092
H 3.6479 -2.8304 1.0868
H 1.1650 0.1935 3.7354
H 0.0526 -0.7336 3.1534
H 1.1959 -1.5700 4.1470
H -0.1364 3.0604 -0.3587
H -1.4035 3.7959 -1.2362
H -2.6602 1.5533 -1.5075
H 3.0038 -0.0720 1.7724
*
```

The calculation puts the HOMO-LUMO gap (alpha / beta) at 7.3 / 7.3 eV. The energy relative to the best compared isomer or geometry (same formula, charge and spin) comes out at 100.1 kcal/mol. Its total energy is -1208.70539 hartree. The value obtained for the LUMO energy (alpha / beta) is -0.0169 / -0.0169 Eh.

Repeat the fourth record exactly.
Density functional theory data (ωB97M-V/def2-TZVPD) for a single C6H13NO3S molecule in a non-equilibrium geometry.

```
! RIJCOSX wB97M-V def2-TZVPD def2/J DEFGRID3
* xyz 0 1
C 1.5917 -0.5207 1.6507
C 0.4493 -0.5395 -1.0256
C 0.3109 1.0362 -1.1181
C -0.8170 1.3997 -0.0727
C -1.5432 0.0928 0.3428
C -0.9785 -0.9758 -0.6551
H 1.2880 0.5624 1.7307
H 2.5459 -0.5753 2.2224
H 0.8286 -1.0669 2.1302
H 0.7219 -1.1458 -1.9585
H -0.0958 1.2135 -2.1422
H 2.3264 1.4156 -1.3875
H 1.7570 1.9989 0.0976
H -1.5235 2.1219 -0.5241
H -0.8280 1.8348 1.9397
H -1.3720 -0.2631 1.3200
H -3.1969 -0.6690 0.6602
H -1.6761 -0.8243 -1.4986
H -0.2709 -2.6449 0.0512
N 1.5402 1.8356 -0.9097
O -0.1930 2.0460 1.0329
O -2.9522 0.1606 0.1939
O -1.1244 -2.2784 -0.1007
S 1.7995 -1.0743 -0.0008
*
```

As for the SMILES: CS[C@@H]1[C@H](N)[C@H](O)[C@@H](O)[C@@H]1O. The calculation puts the HOMO-LUMO gap at 9.4 eV. The energy relative to the best compared isomer or geometry (same formula, charge and spin) comes out at 48.6 kcal/mol. Its total energy is -915.02433 hartree. The value obtained for the LUMO energy is 0.0177 Eh.